1.
The following is a DFT calculation (ωB97M-V with the def2-TZVPD basis set) of a structure of composition C30H64N4O22Zr at a distorted geometry.

As for the net charge: +2. As for the LUMO energy: -6.94 eV. The frontier orbital gap is 7.0 eV.

```
121
C30H64N4O22Zr ωB97M-V with the def2-TZVPD basis set
C -9.44 -20.45 3.29
O -9.90 -16.55 -0.84
C -8.58 -19.27 2.86
C -11.96 -19.39 0.25
H -6.92 -13.53 2.01
H -8.36 -24.22 0.47
H -12.78 -16.83 -0.06
H -6.98 -16.78 -1.09
N -5.57 -20.91 -1.41
H -9.68 -20.69 6.80
H -14.41 -17.34 -1.96
H -14.92 -18.26 4.84
H -10.14 -14.41 6.36
H -10.90 -21.14 8.98
H -2.88 -20.07 6.75
H -12.79 -21.55 2.38
O -7.13 -21.33 8.98
C -10.05 -20.47 8.90
H -17.63 -18.84 3.53
H -11.23 -13.72 5.24
H -16.38 -18.27 2.56
C -14.03 -20.30 3.51
C -7.96 -16.93 6.74
H -5.93 -20.03 0.54
H -9.70 -12.90 5.38
H -7.73 -16.37 5.83
H -9.13 -20.96 9.20
O -10.49 -24.25 -0.80
Zr -11.29 -18.16 3.57
H -10.62 -21.02 0.20
C -6.31 -20.02 -0.47
H -6.04 -15.08 1.74
N -8.93 -17.25 -0.70
O -15.22 -20.20 3.93
H -4.95 -23.69 8.79
H -13.61 -22.40 3.67
H -12.06 -21.32 -0.78
C -7.70 -15.26 3.05
H -2.40 -18.62 7.54
H -7.85 -19.05 3.66
H -7.89 -19.43 2.03
H -4.94 -17.68 1.58
C -3.05 -19.00 6.75
H -6.43 -20.04 4.61
H -4.09 -18.85 7.03
N -12.38 -23.19 6.20
H -8.85 -22.53 0.43
N -10.42 -23.88 0.34
H -14.48 -21.86 2.14
O -11.66 -19.04 1.39
H -4.86 -20.58 4.95
H -16.83 -17.24 3.96
H -7.00 -17.33 7.05
H -5.49 -18.73 2.91
O -9.68 -18.00 5.50
H -4.11 -19.19 1.95
O -10.13 -15.82 4.00
O -9.02 -18.84 7.50
H -6.20 -19.03 -0.90
H -9.61 -21.04 2.38
O -1.76 -17.60 5.33
O -10.69 -20.12 3.86
O -9.39 -18.13 2.64
C -4.61 -18.33 2.40
O -5.76 -20.72 -2.59
O -8.34 -14.52 4.09
H -6.08 -21.76 4.49
H -4.13 -16.58 3.52
H -4.60 -22.46 9.97
H -16.21 -19.18 5.41
H -9.09 -23.49 1.94
H -6.11 -23.38 10.11
C -13.74 -21.64 2.91
H -13.81 -17.63 1.05
H -10.31 -19.67 9.60
C -16.71 -18.26 3.60
O -13.21 -19.38 3.50
C -11.36 -20.56 -0.46
C -9.59 -14.79 4.38
C -7.66 -16.61 -0.26
H -7.39 -17.01 0.72
H -8.41 -16.22 7.45
C -13.54 -17.62 -0.01
H -15.57 -17.90 -0.66
C -6.18 -21.96 8.58
H -5.84 -14.20 3.25
C -9.08 -23.50 0.86
H -7.26 -16.18 3.46
H -2.68 -17.60 3.02
C -6.56 -14.45 2.46
O -12.84 -18.79 -0.51
H -7.77 -15.53 -0.25
H -14.91 -16.23 -0.78
C -5.41 -22.93 9.42
O -5.76 -21.90 7.30
C -2.78 -18.21 5.50
O -4.76 -21.68 -0.96
O -11.99 -22.16 6.73
O -8.90 -18.42 -1.03
H -8.37 -15.60 2.27
O -3.73 -18.35 4.56
C -10.01 -19.92 7.50
H -12.01 -24.15 4.36
C -11.45 -23.85 5.25
C -5.90 -20.87 5.10
H -10.84 -20.17 -1.34
H -8.89 -21.15 3.93
C -15.68 -18.95 4.48
H -10.94 -19.51 7.13
H -6.18 -19.94 6.95
H -7.49 -21.04 6.50
C -14.71 -17.29 -0.91
C -8.98 -18.00 6.51
C -3.71 -17.57 3.35
H -10.61 -23.23 4.99
O -11.37 -23.58 1.06
C -10.16 -13.88 5.41
O -13.48 -23.66 6.32
C -6.40 -20.92 6.51
H -7.33 -20.39 -0.46
H -11.14 -24.78 5.72
```

***

2.
The following is a DFT calculation (ωB97M-V with the def2-TZVPD basis set) of a cluster of 6 separate species, C35H60F13N2O11P2S in total at a distorted geometry.

As for the net charge: -1. As for the LUMO energy: 2.07 eV. The frontier orbital gap is 6.1 eV.

```
124
C35H60F13N2O11P2S ωB97M-V with the def2-TZVPD basis set
H 4.51 2.90 1.40
F -3.68 -5.92 3.51
H 3.10 -3.43 5.62
H -4.80 0.76 -5.32
P -1.11 0.25 -0.07
F -6.18 -2.89 2.51
C -0.31 -1.14 0.88
H -9.83 4.55 -2.82
H 1.67 2.18 -6.67
H 0.86 1.27 -3.05
C -0.75 -2.55 0.49
C 1.33 0.79 -5.07
C 2.98 4.28 1.69
O -8.32 2.23 -4.17
C -9.01 2.62 -3.26
C 2.69 0.03 -0.81
H 5.68 -4.59 -2.32
H 8.12 -0.22 -0.73
H -1.25 -1.15 -1.72
H 6.47 -3.87 -3.75
C 7.46 0.81 1.04
C 3.43 2.84 1.59
N 2.49 -3.30 4.82
N 2.73 2.10 0.56
C -8.89 2.04 -1.87
C -4.98 1.82 -5.11
H 1.32 0.57 4.15
O -2.35 0.72 0.55
H 4.08 -3.49 -4.89
H 1.38 -2.14 1.55
H 2.07 -1.49 5.72
H -8.11 1.28 -1.87
F -3.91 -5.01 1.04
F -3.42 -6.61 5.59
H -0.16 4.10 1.93
O -1.55 -0.24 -1.60
H 1.70 0.47 -7.15
C 8.70 0.72 1.90
O 6.36 0.93 1.52
H -4.93 2.38 -6.04
F -5.44 -6.04 4.94
H -0.29 -3.28 1.14
H -0.73 0.21 4.19
H -0.06 -1.89 4.91
C 2.09 -1.87 4.70
H 3.24 2.38 2.56
F -4.35 -4.73 6.36
H 9.38 1.54 1.66
H -0.32 -2.73 -0.50
H -3.09 2.13 -2.20
H 8.42 0.78 2.94
H 0.08 1.19 2.58
H 3.39 -0.30 -1.59
H -0.38 1.75 -4.23
C -3.94 2.34 -4.14
C -5.29 -3.89 2.67
C -3.03 -2.90 1.67
H 9.21 -0.23 1.72
F -4.97 -3.25 0.45
C 0.68 -1.72 4.13
F -6.01 -5.02 2.51
H 4.31 7.38 1.77
C 7.65 0.73 -0.46
H 0.15 1.26 -6.80
H 1.71 -1.86 -0.87
F -4.04 -2.73 4.39
H -10.04 4.02 -4.50
H 0.25 6.23 1.95
H 0.55 -2.56 3.44
H 2.80 -1.30 4.10
O 1.91 -0.22 -4.76
C -10.05 3.70 -3.46
H 2.41 2.69 -0.19
H 2.90 -2.55 -3.96
C 2.24 6.97 1.85
C -4.27 -3.80 1.49
C 1.28 -1.14 1.09
C 1.30 5.98 1.88
H -9.83 1.58 -1.57
C 4.79 -2.76 -3.01
C 2.21 -1.25 -0.12
H 1.93 8.00 1.90
O -0.77 -0.92 2.17
S -4.04 -5.32 4.92
O 1.65 -0.27 2.09
C 1.67 4.66 1.82
H 1.13 2.69 -4.09
C 5.99 -3.65 -2.79
H -3.64 0.61 -2.91
O -3.20 3.25 -4.44
C 3.69 -3.29 -3.89
P 0.35 -0.05 3.25
H -4.83 1.79 -2.28
H 6.71 -3.15 -2.14
H -0.71 2.30 -0.41
H -11.04 3.31 -3.22
O -0.17 1.51 -0.28
C -3.88 1.67 -2.80
H 1.91 0.57 -1.34
C 0.70 1.69 -4.04
C -4.81 -3.77 4.14
F -3.52 -1.69 1.99
H 4.94 5.00 1.60
C 3.52 0.98 0.07
F -2.63 -4.64 5.00
H -2.41 -3.63 -0.31
F -5.94 -3.55 4.86
H 8.29 1.56 -0.80
H -8.62 2.82 -1.16
H 3.29 -4.21 -3.46
H 6.69 0.81 -0.95
H -5.98 1.93 -4.68
F -2.22 -3.37 2.63
C 1.20 1.20 -6.52
C 3.55 6.61 1.76
H 3.96 0.46 0.92
H 3.03 -3.58 4.01
C 3.90 5.30 1.67
O 0.71 3.70 1.90
H -2.73 -1.93 -0.19
H 3.10 -1.80 0.20
O 4.73 -1.67 -2.49
C -2.26 -2.76 0.33
H 4.36 1.38 -0.54
```

***

3.
The following is a DFT calculation (ωB97M-V with the def2-TZVPD basis set) of a structure of composition C30H34BF4NO2PRu at a distorted geometry.

As for the net charge: +2. The expectation value of S² is 8.768. The spin multiplicity is 6. As for the LUMO energy (alpha / beta): -5.99 / -8.61 eV. The frontier orbital gap (alpha / beta) is 8.2 / 5.8 eV.

```
74
C30H34BF4NO2PRu ωB97M-V with the def2-TZVPD basis set
H -0.74 -2.10 -2.04
C -4.60 3.35 -0.44
H 3.51 3.04 -2.75
H 0.60 3.47 4.78
H -0.66 -4.80 -1.35
C 2.19 -3.23 1.07
F 3.96 -0.35 1.72
H -0.23 -1.85 -4.37
C 3.64 -3.26 0.78
H 1.63 -4.30 -0.70
C -0.99 -4.76 -0.31
H 1.45 -2.60 -2.68
C 1.72 -2.68 2.28
H 2.44 -2.30 2.99
O -0.04 -1.50 -1.73
H -3.60 -2.44 -0.17
F 2.99 1.67 1.31
Ru 0.12 -1.11 0.67
C -0.03 2.08 1.24
C -4.55 1.97 -0.33
H -2.02 -4.44 -0.26
H 0.54 -1.38 4.28
H -1.14 -1.86 3.91
F 2.32 -0.19 0.12
H 2.35 2.16 -0.78
C -0.52 1.40 2.37
C -0.55 -3.31 1.71
C 1.76 3.02 -3.99
C 2.45 2.83 -2.80
H 1.03 3.81 0.54
F 1.76 -0.01 2.26
H 2.28 3.38 -4.87
C 1.80 2.32 -1.69
H -3.46 5.15 -0.66
C 0.65 3.28 1.40
H 0.14 -0.16 -4.00
C 0.40 2.74 -4.06
N -2.39 -0.92 0.07
H -0.95 -5.78 0.08
C 0.43 2.05 -1.76
H -1.29 4.00 -0.68
O -2.65 -2.26 0.03
H 3.89 -3.96 0.00
H -1.10 0.47 2.24
C -2.14 2.04 -0.45
C -3.43 4.08 -0.57
C -2.20 3.42 -0.57
C -0.09 -3.91 0.52
H 1.36 -1.19 -4.75
H -4.34 -0.57 -0.40
H 1.82 -0.89 -2.29
H -0.13 2.88 -4.99
C 1.27 -3.80 0.19
B 2.86 0.33 1.39
H -1.31 2.00 -3.03
H -5.46 1.41 -0.24
C -0.10 -2.19 3.94
C -3.36 -0.14 -0.21
H 1.41 4.71 2.78
H 3.98 -2.26 0.47
C -0.26 2.23 -2.96
C 0.55 -1.17 -4.04
P -0.45 1.33 -0.36
C 0.35 -2.69 2.61
C -3.32 1.30 -0.32
H 4.20 -3.48 1.69
H -1.58 -3.46 2.02
C 0.87 3.78 2.67
C 0.42 3.09 3.79
H -0.04 -2.99 4.67
C -0.28 1.89 3.63
H -0.63 1.35 4.50
H -5.56 3.85 -0.44
C 1.05 -1.58 -2.66
```

***

4.
The following is a DFT calculation (ωB97M-V with the def2-TZVPD basis set) of the ion C6H10N3O with charge +1 at a distorted geometry.

As for the net charge: +1. The SMILES is CNC/C=C1\N=COC1=[NH2+]. As for the LUMO energy (alpha / beta): -4.99 / -4.99 eV. The frontier orbital gap (alpha / beta) is 7.3 / 7.3 eV.

```
20
C6H10N3O ωB97M-V with the def2-TZVPD basis set
H 0.69 4.17 0.41
H -3.22 3.08 -1.53
H 1.86 -1.65 0.59
C -1.00 1.38 -0.10
H 0.42 0.64 1.39
H 1.16 2.89 1.38
H 1.92 -2.05 -1.30
H 0.94 -3.11 -0.11
H -0.48 -1.60 1.51
C -0.44 0.43 0.72
N -2.17 1.42 -0.77
C 1.23 -2.07 -0.37
O -1.28 3.48 -0.65
H -0.45 -1.14 -1.44
C -2.34 2.67 -1.01
N 0.72 3.22 0.46
H -1.87 -1.44 0.40
C -0.87 -1.08 0.57
N 0.00 -1.34 -0.54
C -0.44 2.71 -0.01
```

***

5.
The following is a DFT calculation (ωB97M-V with the def2-TZVPD basis set) of a structure of composition C12H26ClINO4S at a distorted geometry.

As for the net charge: -1. As for the LUMO energy: 1.82 eV. The frontier orbital gap is 5.2 eV.

```
46
C12H26ClINO4S ωB97M-V with the def2-TZVPD basis set
C 1.68 -3.57 0.49
O -1.35 1.25 1.65
H 2.57 -2.37 2.04
H 0.59 1.14 -3.06
O 1.17 -3.26 -2.10
C -4.95 1.06 1.00
H -3.19 -0.21 0.87
H -0.26 -1.83 -0.72
C -2.51 1.86 1.08
H -5.49 1.62 0.24
H 0.65 -3.28 0.65
H -2.31 2.57 0.26
C 2.43 -1.11 0.27
H 2.12 2.37 0.23
H 1.84 -4.48 1.06
C 1.19 2.04 -2.89
H 0.88 2.81 -3.60
C 0.66 0.82 0.25
H 0.06 2.71 -1.32
O -0.16 0.23 -0.74
H 2.11 -1.19 -0.76
H 2.12 0.43 1.73
H -3.02 2.43 1.85
H 2.40 1.11 -1.03
C -3.50 0.79 0.58
H -4.98 1.65 1.91
H 0.88 -0.78 1.74
C -0.84 -0.96 -0.38
H -1.10 -1.01 0.67
H 3.42 -0.64 0.24
O 3.40 -4.00 -1.44
H 0.52 1.86 2.11
H 2.23 1.82 -3.09
H -5.48 0.13 1.21
N 1.04 2.56 -1.54
I -2.08 4.77 0.24
S 1.99 -4.01 -1.21
C 1.66 1.72 -0.52
H -0.19 2.75 0.79
C -0.11 1.75 1.22
H 3.64 -2.82 0.73
H -1.77 -0.97 -0.94
H -3.47 0.82 -0.52
Cl 1.36 -5.96 -1.26
C 1.50 -0.17 1.07
C 2.63 -2.47 0.96
```

***

6.
The following is a DFT calculation (ωB97M-V with the def2-TZVPD basis set) of an isolated molecule of C5H10O.

The SMILES is COC1(C)CC1. As for the LUMO energy: 1.08 eV. The frontier orbital gap is 10.2 eV.

```
16
C5H10O ωB97M-V with the def2-TZVPD basis set
O -0.58 -0.81 0.73
H 1.79 0.78 0.89
H -0.86 1.34 -1.88
C -0.74 1.55 0.35
H -0.14 2.46 0.26
H 0.93 -2.22 0.78
C -0.10 -2.10 0.42
H 1.71 1.22 -0.80
H 1.99 -0.48 -0.34
H -0.13 -2.34 -0.66
H -0.73 -2.83 0.94
C 1.44 0.43 -0.09
C -1.11 0.87 -0.93
H -2.07 0.35 -0.89
C -0.06 0.28 0.00
H -1.36 1.48 1.23
```